## w
{
  "formula": "H4O2",
  "method": "ωB97M-V/def2-TZVPD",
  "orbital_gap_ha": 0.426,
  "e_lumo_ha": 0.02199,
  "charge": 0,
  "homo_ev": -11.00,
  "smiles": "O.O",
  "elements": ["H", "H", "H", "H", "O", "O"],
  "xyz": [[-1.89721, -0.74589, 0.36110], [-0.88874, 0.31519, -0.09710], [1.33903, 0.86623, 0.24184], [2.06548, -0.50134, -0.26861], [-1.80918, 0.08275, -0.14371], [1.19061, -0.01694, -0.09352]]
}

***

## x
{
  "formula": "H4O2",
  "method": "ωB97M-V/def2-TZVPD",
  "orbital_gap_ha": 0.421,
  "e_lumo_ha": 0.02057,
  "charge": 0,
  "homo_ev": -10.90,
  "smiles": "O.O",
  "elements": ["H", "H", "H", "H", "O", "O"],
  "xyz": [[1.81809, -0.12456, 0.77339], [1.71067, 0.72674, -0.46171], [-0.67730, 0.52636, 0.10170], [-1.22617, -0.73877, -0.44076], [1.32663, -0.09463, -0.04577], [-1.52979, 0.04591, 0.04920]]
}

***

Which one sits at the bottom of the stability order? w does.

***

## w
{
  "formula": "H4O2",
  "method": "ωB97M-V/def2-TZVPD",
  "orbital_gap_ha": 0.453,
  "e_lumo_ha": 0.03353,
  "charge": 0,
  "homo_ev": -11.42,
  "smiles": "O.O",
  "elements": ["H", "H", "H", "H", "O", "O"],
  "xyz": [[0.51167, -2.10206, -0.95918], [0.22155, -1.28422, 0.13577], [-0.05543, 1.80418, 1.10743], [-0.44873, 1.11836, -0.27340], [0.70139, -1.16895, -0.67267], [-0.73003, 1.22692, 0.67134]]
}

***

## x
{
  "formula": "H4O2",
  "method": "ωB97M-V/def2-TZVPD",
  "orbital_gap_ha": 0.429,
  "e_lumo_ha": 0.02548,
  "charge": 0,
  "homo_ev": -10.98,
  "smiles": "O.O",
  "elements": ["H", "H", "H", "H", "O", "O"],
  "xyz": [[-0.37973, 0.83704, 0.00983], [-0.03481, 2.30081, 0.62730], [0.16139, -1.68913, 0.34076], [0.63193, -1.78551, -1.14908], [-0.56566, 1.50527, 0.70541], [0.18688, -1.16848, -0.53421]]
}

***

## y
{
  "formula": "H4O2",
  "method": "ωB97M-V/def2-TZVPD",
  "orbital_gap_ha": 0.437,
  "e_lumo_ha": 0.02984,
  "charge": 0,
  "homo_ev": -11.09,
  "smiles": "O.O",
  "elements": ["O", "H", "H", "O", "H", "H"],
  "xyz": [[0.54213, 1.54087, -0.52874], [1.40805, 1.81394, -0.85170], [0.52743, 0.57759, -0.61241], [-0.70689, -1.09847, 0.35697], [-1.58669, -1.45633, 0.51834], [-0.18404, -1.37760, 1.11755]]
}

***

## z
{
  "formula": "H4O2",
  "method": "ωB97M-V/def2-TZVPD",
  "orbital_gap_ha": 0.378,
  "e_lumo_ha": 0.01551,
  "charge": 0,
  "homo_ev": -9.86,
  "elements": ["O", "H", "H", "O", "H", "H"],
  "xyz": [[1.23405, -0.64385, -0.24755], [1.66798, -0.13940, 0.44054], [0.29981, -0.49631, -0.10042], [-0.70828, 0.27382, -0.01192], [-1.21271, 0.67431, 0.69616], [-1.28086, 0.33142, -0.77681]]
}

***

Which one sits at the bottom of the stability order? z does.

***

## w
{
  "formula": "H4O2",
  "method": "ωB97M-V/def2-TZVPD",
  "orbital_gap_ha": 0.423,
  "e_lumo_ha": 0.02393,
  "charge": 0,
  "homo_ev": -10.85,
  "smiles": "O.O",
  "elements": ["H", "H", "H", "H", "O", "O"],
  "xyz": [[-2.10339, -0.37576, 0.58852], [-0.80975, -0.19813, -0.16264], [1.85263, -0.58470, -0.38195], [1.62715, 0.92391, 0.06227], [-1.77041, 0.16630, -0.12115], [1.20378, 0.06839, 0.01495]]
}

***

## x
{
  "formula": "H4O2",
  "method": "ωB97M-V/def2-TZVPD",
  "orbital_gap_ha": 0.431,
  "e_lumo_ha": 0.02134,
  "charge": 0,
  "homo_ev": -11.13,
  "smiles": "O.O",
  "elements": ["H", "H", "H", "H", "O", "O"],
  "xyz": [[-1.35826, 0.49797, 0.64911], [-0.82482, 0.28919, 2.07843], [0.60252, -0.56223, -1.96798], [0.80413, -0.07652, -0.61609], [-0.54771, 0.29865, 1.12447], [1.32414, -0.44706, -1.26795]]
}

***

Which one sits at the bottom of the stability order? x does.

***

## w
{
  "formula": "H4O2",
  "method": "ωB97M-V/def2-TZVPD",
  "orbital_gap_ha": 0.437,
  "e_lumo_ha": 0.02948,
  "charge": 0,
  "homo_ev": -11.09,
  "smiles": "O.O",
  "elements": ["H", "H", "H", "H", "O", "O"],
  "xyz": [[2.06106, -0.61185, 0.60579], [1.32602, 0.66448, 0.20494], [-1.94109, 0.75672, -0.15235], [-1.95634, -0.72838, -0.48998], [1.94330, -0.02242, -0.18200], [-1.43295, -0.05855, 0.01359]]
}

***

## x
{
  "formula": "H4O2",
  "method": "ωB97M-V/def2-TZVPD",
  "orbital_gap_ha": 0.443,
  "e_lumo_ha": 0.02815,
  "charge": 0,
  "homo_ev": -11.29,
  "smiles": "O.O",
  "elements": ["O", "H", "H", "O", "H", "H"],
  "xyz": [[0.89971, 0.64517, -1.31198], [1.74530, 1.09326, -1.29152], [0.78237, 0.39579, -2.22865], [-1.28739, -0.54500, 1.93301], [-1.24104, -1.47833, 1.72569], [-0.89897, -0.11087, 1.17347]]
}

***

## y
{
  "formula": "H4O2",
  "method": "ωB97M-V/def2-TZVPD",
  "orbital_gap_ha": 0.425,
  "e_lumo_ha": 0.02479,
  "charge": 0,
  "homo_ev": -10.89,
  "smiles": "O.O",
  "elements": ["O", "H", "H", "O", "H", "H"],
  "xyz": [[-0.46741, -1.46633, 0.78514], [0.21243, -2.13617, 0.71200], [-0.16813, -0.75747, 0.21577], [0.04616, 1.08727, -0.47317], [0.17730, 1.44369, -1.35180], [0.19966, 1.82899, 0.11208]]
}

***

Which one sits at the bottom of the stability order? w does.

***

## w
{
  "formula": "H4O2",
  "method": "ωB97M-V/def2-TZVPD",
  "orbital_gap_ha": 0.452,
  "e_lumo_ha": 0.02029,
  "charge": 0,
  "homo_ev": -11.74,
  "smiles": "O.O",
  "elements": ["H", "H", "H", "H", "O", "O"],
  "xyz": [[-2.18318, 0.60163, 0.42130], [-1.41661, -0.68872, 0.15210], [2.65413, 0.31670, -0.29624], [1.20017, 0.26033, -0.23016], [-2.24348, -0.21519, -0.08786], [1.98897, -0.27476, 0.04086]]
}

***

## x
{
  "formula": "H4O2",
  "method": "ωB97M-V/def2-TZVPD",
  "orbital_gap_ha": 0.436,
  "e_lumo_ha": 0.02463,
  "charge": 0,
  "homo_ev": -11.19,
  "smiles": "O.O",
  "elements": ["H", "H", "H", "H", "O", "O"],
  "xyz": [[-1.22209, 0.54112, 0.61161], [-2.18464, -0.47300, 0.11096], [1.04643, -0.60259, -0.10972], [1.79043, 0.72894, -0.47334], [-1.36663, -0.06413, -0.14829], [1.93650, -0.13034, 0.00879]]
}

***

Which one sits at the bottom of the stability order? w does.

***

## w
{
  "formula": "C5H12O2",
  "method": "ωB97M-V/def2-TZVPD",
  "orbital_gap_ha": 0.396,
  "e_lumo_ha": 0.03337,
  "charge": 0,
  "homo_ev": -9.87,
  "smiles": "CC[C@@H](O)CCO",
  "elements": ["C", "C", "C", "O", "C", "C", "O", "H", "H", "H", "H", "H", "H", "H", "H", "H", "H", "H", "H"],
  "xyz": [[2.59854, -0.55380, 0.56578], [1.58453, 0.04132, -0.40667], [0.15505, -0.24370, 0.04771], [-0.02873, 0.26657, 1.36292], [-0.89712, 0.29618, -0.92044], [-2.32236, 0.07943, -0.42675], [-2.60391, 0.94235, 0.67916], [3.62686, -0.30374, 0.28674], [2.40868, -0.17650, 1.57467], [2.51210, -1.64704, 0.59505], [1.73492, -0.36343, -1.41714], [1.71527, 1.13030, -0.47072], [0.02811, -1.33862, 0.10843], [-0.69941, 0.96163, 1.31095], [-0.77468, -0.19053, -1.89665], [-0.74571, 1.37351, -1.07878], [-2.46191, -0.97264, -0.14220], [-3.04324, 0.30469, -1.22166], [-2.78698, 0.39405, 1.44957]]
}

***

## x
{
  "formula": "C5H12O2",
  "method": "ωB97M-V/def2-TZVPD",
  "orbital_gap_ha": 0.396,
  "e_lumo_ha": 0.02918,
  "charge": 0,
  "homo_ev": -9.99,
  "smiles": "CC[C@@H](O)[C@@H](C)O",
  "elements": ["C", "C", "C", "O", "C", "C", "O", "H", "H", "H", "H", "H", "H", "H", "H", "H", "H", "H", "H"],
  "xyz": [[2.30504, 0.24151, 1.35906], [0.84057, 0.55315, 1.07756], [0.34405, -0.09418, -0.20959], [0.50193, -1.50357, -0.19732], [-1.11160, 0.24703, -0.47006], [-1.51670, -0.15160, -1.85862], [-1.88396, -0.37622, 0.53479], [2.46496, -0.84056, 1.41018], [2.95285, 0.63723, 0.56608], [2.62712, 0.68325, 2.30792], [0.21106, 0.20858, 1.91009], [0.69147, 1.63999, 0.99970], [0.94287, 0.26343, -1.05996], [-0.18411, -1.82412, 0.40887], [-1.24236, 1.43582, -0.38567], [-1.69820, -1.20924, -2.02911], [-2.53469, 0.39232, -1.87535], [-0.92177, 0.20038, -2.71449], [-2.78853, -0.50321, 0.22591]]
}

***

## y
{
  "formula": "C5H12O2",
  "method": "ωB97M-V/def2-TZVPD",
  "orbital_gap_ha": 0.399,
  "e_lumo_ha": 0.03559,
  "charge": 0,
  "homo_ev": -9.88,
  "smiles": "CO[C@@H](C)CCO",
  "elements": ["C", "O", "C", "C", "C", "C", "O", "H", "H", "H", "H", "H", "H", "H", "H", "H", "H", "H", "H"],
  "xyz": [[-0.10456, 0.46371, 2.24423], [-0.49538, 0.40971, 0.89130], [0.42555, -0.24391, 0.01750], [0.81890, -1.63020, 0.51745], [-0.24638, -0.30195, -1.35199], [-0.48765, 1.06643, -1.98585], [-1.47407, 1.82282, -1.32452], [0.94888, 0.76072, 2.35483], [-0.25077, -0.50356, 2.74336], [-0.73646, 1.20799, 2.73409], [1.33550, 0.38078, -0.05178], [-0.07527, -2.22825, 0.72534], [1.42589, -1.58193, 1.42705], [1.41102, -2.14556, -0.24550], [-1.20517, -0.82563, -1.24650], [0.38608, -0.89878, -2.02130], [0.47276, 1.61120, -2.03381], [-0.83091, 0.93459, -3.01842], [-1.31796, 1.70182, -0.37550]]
}

***

## z
{
  "formula": "C5H12O2",
  "method": "ωB97M-V/def2-TZVPD",
  "orbital_gap_ha": 0.364,
  "e_lumo_ha": 0.02418,
  "charge": 0,
  "homo_ev": -9.25,
  "smiles": "CC[C@@H](O)CCO",
  "elements": ["C", "C", "C", "O", "C", "C", "O", "H", "H", "H", "H", "H", "H", "H", "H", "H", "H", "H", "H"],
  "xyz": [[0.37191, 1.34614, 2.36539], [-0.43416, 1.11393, 1.09002], [0.12497, 0.02399, 0.17167], [0.11910, -1.24321, 0.73181], [-0.71209, 0.04514, -1.21732], [-0.27978, -1.14556, -2.08216], [0.79119, -2.14497, -1.41060], [-0.06368, 2.15277, 2.96817], [0.39708, 0.43561, 2.96986], [1.40548, 1.62754, 2.13056], [-0.47826, 2.04377, 0.50278], [-1.46810, 0.84531, 1.34689], [1.15108, 0.30689, -0.14390], [0.51183, -1.84647, -0.06682], [-0.51031, 1.01515, -1.70726], [-1.78000, -0.00300, -0.94569], [0.21171, -0.87041, -3.01404], [-1.07004, -1.87843, -2.24189], [1.71207, -1.82419, -1.44745]]
}

***

Which one sits at the bottom of the stability order? z does.